[1]
10
Properties=species:S:1:pos:R:3 method="wB97M-V/def2-TZVPD" e_homo_ev=-8.81 spin_multiplicity=1 homo_lumo_gap_ha=0.361 relative_energy_ev=2.381 lumo_ev=1.00
C -0.430 0.354 -0.103
C 1.581 -0.433 0.793
N 0.772 0.478 0.140
P -1.655 1.433 -1.096
H -1.138 -1.020 0.443
H 2.339 -0.029 1.512
H 2.109 -0.976 -0.106
H 0.999 -1.126 1.485
H -2.838 0.819 -0.815
H -1.737 0.500 -2.255



[2]
10
Properties=species:S:1:pos:R:3 method="wB97M-V/def2-TZVPD" e_homo_ev="-7.39 / -7.25" spin_multiplicity=1 homo_lumo_gap_ha="0.290 / 0.282" relative_energy_ev=3.134 lumo_ev="0.51 / 0.42"
C -0.866 -0.926 -0.839
C 1.341 -0.350 0.627
N 0.107 -0.218 -0.139
P -0.151 1.568 -0.090
H -1.801 -0.327 -0.947
H -0.734 -1.938 -1.148
H 1.907 0.569 0.970
H 1.988 -1.078 0.273
H -0.278 1.224 1.408
H -1.513 1.477 -0.114



[3]
10
Properties=species:S:1:pos:R:3 method="wB97M-V/def2-TZVPD" e_homo_ev="-6.17 / -10.01" spin_multiplicity=3 s2=2.0043 homo_lumo_gap_ha="0.272 / 0.316" relative_energy_ev=2.290 lumo_ev="1.23 / -1.42"
C 0.628 0.016 0.131
C -1.503 -0.481 -0.774
N -0.219 0.102 -0.738
P 2.241 0.675 0.597
H 0.574 -1.706 1.117
H -2.039 0.215 -1.478
H -1.978 -0.422 0.202
H -1.346 -1.504 -1.010
H 1.829 1.070 1.911
H 1.813 2.036 0.041



[4]
10
Properties=species:S:1:pos:R:3 method="wB97M-V/def2-TZVPD" e_homo_ev=-2.29 spin_multiplicity=1 charge=-1 homo_lumo_gap_ha=0.247 relative_energy_ev=0.022 lumo_ev=4.43
N -0.989 1.076 0.291
C -0.103 0.013 0.700
C 0.565 -0.772 -0.437
S 1.538 0.291 -1.563
H -1.680 0.739 -0.379
H -0.422 1.727 -0.252
H 0.711 0.455 1.273
H -0.614 -0.687 1.380
H -0.202 -1.298 -1.022
H 1.195 -1.545 0.008



[5]
10
Properties=species:S:1:pos:R:3 method="wB97M-V/def2-TZVPD" e_homo_ev=-14.62 spin_multiplicity=1 charge=+1 homo_lumo_gap_ha=0.395 relative_energy_ev=1.462 lumo_ev=-3.87
S -2.102 0.048 0.055
C -0.366 0.209 -0.486
C 0.662 0.915 0.194
N 0.588 -0.567 0.391
H -1.948 -1.206 -0.394
H -0.053 -0.176 -1.685
H 1.488 1.299 -0.229
H 0.329 1.542 1.138
H 1.083 -1.103 -0.300
H 0.319 -0.960 1.315



[6]
11
Properties=species:S:1:pos:R:3 method="wB97M-V/def2-TZVPD" e_homo_ev="-8.66 / -8.35" spin_multiplicity=3 s2=2.0276 homo_lumo_gap_ha="0.296 / 0.287" lumo_ev="-0.61 / -0.54"
O -2.296 -1.856 1.022
O -0.109 -0.731 0.817
H -0.542 -1.751 0.301
Ni -1.678 -0.350 1.703
C 0.835 0.132 0.196
C 0.322 0.897 -1.003
H 1.687 -0.502 -0.094
H 1.157 0.831 0.982
H 0.010 0.215 -1.807
H -0.503 1.567 -0.720
H 1.117 1.547 -1.397



[7]
9
Properties=species:S:1:pos:R:3 method="wB97M-V/def2-TZVPD" e_homo_ev=-10.25 spin_multiplicity=1 homo_lumo_gap_ha=0.412 relative_energy_ev=0.737 lumo_ev=0.98
C -0.277 -0.754 -0.746
C 0.313 0.199 0.308
O -0.556 0.797 1.272
H -0.446 -1.671 -0.209
H -1.064 -0.164 -1.177
H 0.644 -0.964 -1.466
H 0.876 1.010 -0.106
H 1.026 -0.199 0.933
H -0.516 1.746 1.191



[8]
10
Properties=species:S:1:pos:R:3 method="wB97M-V/def2-TZVPD" e_homo_ev=-9.88 spin_multiplicity=1 homo_lumo_gap_ha=0.389 relative_energy_ev=2.832 lumo_ev=0.71
C 0.825 -0.591 0.937
O 0.422 -0.684 -0.377
C -0.789 0.135 -0.756
O -0.469 1.156 -1.608
H 1.777 -1.003 1.145
H -0.153 -1.119 1.645
H 1.162 0.502 1.162
H -1.616 -0.726 -1.269
H -1.206 0.422 0.143
H 0.048 1.908 -1.023



[9]
10
Properties=species:S:1:pos:R:3 method="wB97M-V/def2-TZVPD" e_homo_ev=-10.27 spin_multiplicity=1 homo_lumo_gap_ha=0.392 relative_energy_ev=1.486 lumo_ev=0.39
C -1.155 0.437 1.066
O -1.141 -0.688 1.502
H -0.423 1.199 1.386
H -1.896 0.756 0.314
C 0.838 -0.036 -0.943
O 0.970 -1.272 -0.302
H 1.584 -0.024 -1.733
H 1.042 0.825 -0.286
H -0.143 0.118 -1.421
H 0.325 -1.315 0.418



[10]
10
Properties=species:S:1:pos:R:3 method="wB97M-V/def2-TZVPD" e_homo_ev=-9.09 spin_multiplicity=1 homo_lumo_gap_ha=0.363 relative_energy_ev=3.448 lumo_ev=0.78
C -0.655 -0.216 -0.698
C 0.730 -0.174 0.929
O -1.600 0.442 -0.082
O -0.068 0.327 -1.772
H -0.295 1.272 -1.766
H -0.569 0.262 0.743
H -0.639 -1.305 -0.772
H 0.637 0.379 1.878
H 0.888 -1.226 1.159
H 1.572 0.240 0.381



[11]
10
Properties=species:S:1:pos:R:3 method="wB97M-V/def2-TZVPD" e_homo_ev=-10.14 spin_multiplicity=1 homo_lumo_gap_ha=0.410 relative_energy_ev=2.526 lumo_ev=1.02
C 1.324 0.278 -0.129
C 0.261 -0.476 0.493
O 0.264 0.024 -0.994
H 2.249 -0.224 -0.351
H 1.383 1.323 0.171
H 0.175 -1.550 0.425
H -0.274 -0.050 1.354
O -1.922 0.508 -0.050
H -1.189 0.587 -0.699
H -2.251 -0.380 -0.224



[12]
10
Properties=species:S:1:pos:R:3 method="wB97M-V/def2-TZVPD" e_homo_ev=-10.95 spin_multiplicity=1 homo_lumo_gap_ha=0.434 relative_energy_ev=0.207 lumo_ev=0.84
O 0.252 2.100 1.061
C 0.867 1.092 0.854
O 0.912 0.083 1.732
H 1.403 0.935 -0.083
H 0.638 0.476 2.576
C -0.765 -0.925 -1.180
H -0.342 0.068 -1.151
H -0.449 -1.719 -0.514
H -0.666 -1.254 -2.219
H -1.848 -0.857 -1.075



[13]
10
Properties=species:S:1:pos:R:3 method="wB97M-V/def2-TZVPD" e_homo_ev=-11.11 spin_multiplicity=1 homo_lumo_gap_ha=0.437 relative_energy_ev=0.157 lumo_ev=0.79
O 2.145 -0.164 0.464
C 1.937 -0.819 1.436
O 2.695 -0.977 2.552
H 1.086 -1.509 1.446
H 3.417 -0.356 2.362
C -2.274 0.732 -1.685
H -2.046 0.942 -2.724
H -3.143 1.297 -1.349
H -1.466 1.168 -1.095
H -2.350 -0.314 -1.406



[14]
10
Properties=species:S:1:pos:R:3 method="wB97M-V/def2-TZVPD" e_homo_ev=-10.21 spin_multiplicity=1 homo_lumo_gap_ha=0.390 relative_energy_ev=1.498 lumo_ev=0.41
C 0.525 1.268 0.783
O -0.595 1.657 0.551
H 0.757 0.635 1.661
H 1.375 1.503 0.117
C -0.068 -1.137 -0.558
O -1.336 -0.600 -0.803
H -0.060 -2.106 -1.053
H 0.146 -1.315 0.512
H 0.761 -0.545 -0.989
H -1.406 0.268 -0.380



[15]
10
Properties=species:S:1:pos:R:3 method="wB97M-V/def2-TZVPD" e_homo_ev=-9.88 spin_multiplicity=1 homo_lumo_gap_ha=0.390 relative_energy_ev=1.362 lumo_ev=0.72
O -0.594 1.244 -0.509
C -0.656 -0.104 -0.036
C 0.759 -0.633 0.311
O 1.641 0.412 0.038
H -1.556 1.198 -0.601
H -1.284 -0.083 0.863
H -1.088 -0.695 -0.855
H 0.779 -0.929 1.374
H 0.965 -1.527 -0.305
H 1.035 1.117 -0.280



[16]
10
Properties=species:S:1:pos:R:3 method="wB97M-V/def2-TZVPD" e_homo_ev="-7.23 / -7.18" spin_multiplicity=1 homo_lumo_gap_ha="0.298 / 0.297" relative_energy_ev=4.170 lumo_ev="0.89 / 0.90"
C -0.710 1.083 -0.199
C 0.794 -1.365 0.194
O -0.133 2.245 0.217
O -0.138 -2.348 0.364
H -1.489 0.729 0.452
H -0.799 0.884 -1.255
H 1.279 -0.951 1.061
H 1.320 -1.415 -0.738
H 0.345 2.653 -0.513
H -0.498 -2.295 1.255



[17]
11
Properties=species:S:1:pos:R:3 method="wB97M-V/def2-TZVPD" e_homo_ev="-6.43 / -6.43" spin_multiplicity=2 s2=0.7532 homo_lumo_gap_ha="0.217 / 0.216" relative_energy_ev=0.261 lumo_ev="-0.53 / -0.55"
C -1.440 -1.037 -0.025
C -1.705 0.394 -0.296
O -0.656 1.236 -0.008
H -2.212 -1.660 -0.492
H -0.463 -1.354 -0.427
H -1.431 -1.258 1.061
H -2.702 0.840 -0.304
H -0.592 1.979 -0.639
Rb 2.091 0.958 1.568
O 4.191 0.257 -0.173
H 4.918 -0.356 -0.266



[18]
11
Properties=species:S:1:pos:R:3 method="wB97M-V/def2-TZVPD" e_homo_ev=-9.00 spin_multiplicity=1 homo_lumo_gap_ha=0.356 relative_energy_ev=3.056 lumo_ev=0.68
C -0.858 -0.752 -1.056
C 0.906 0.130 2.196
O 1.284 0.795 -1.557
O -0.112 0.733 2.089
S -0.041 0.940 -0.900
H -1.438 -0.869 -2.056
H -0.144 -1.434 -0.889
H -1.577 -0.781 -0.348
H 0.878 -0.952 2.081
H 1.886 0.512 2.206
H -0.784 1.675 -1.764



[19]
11
Properties=species:S:1:pos:R:3 method="wB97M-V/def2-TZVPD" e_homo_ev=-9.60 spin_multiplicity=1 homo_lumo_gap_ha=0.377 relative_energy_ev=0.362 lumo_ev=0.67
O 0.805 -0.722 -1.857
C 0.812 -1.779 -1.307
O 1.084 -1.960 0.013
H 0.557 -2.734 -1.783
H 0.441 -1.438 0.530
C -0.375 1.701 0.377
S -0.578 0.322 1.538
H 0.504 1.473 -0.218
H -0.228 2.623 0.934
H -1.252 1.838 -0.242
H -1.770 0.675 2.014



[20]
11
Properties=species:S:1:pos:R:3 method="wB97M-V/def2-TZVPD" e_homo_ev=-9.17 spin_multiplicity=1 homo_lumo_gap_ha=0.364 relative_energy_ev=0.350 lumo_ev=0.74
O 0.142 -2.252 0.174
C 1.027 -1.511 -0.182
O 1.769 -1.581 -1.252
H 1.335 -0.737 0.536
H 1.545 -2.265 -1.870
C -1.284 1.144 0.779
S -0.669 1.530 -0.930
H -2.307 1.495 0.792
H -0.651 1.643 1.504
H -1.127 0.083 0.948
H 0.220 2.451 -0.500